{
  "formula": "C60H53GeINO8PPbS",
  "method": "ωB97M-V/def2-TZVPD",
  "max_force_ev_per_a": 0.63,
  "total_charge": -1,
  "homo_energy_ev": [-4.6, -5.4],
  "spin_multiplicity": 2,
  "lumo_ha": [0.0653, 0.0568],
  "de_lowest_kcal_mol": 0.0,
  "elements": ["Pb", "O", "S", "O", "O", "C", "C", "C", "C", "C", "C", "P", "C", "C", "C", "C", "C", "C", "C", "C", "C", "C", "C", "C", "H", "H", "H", "H", "H", "H", "H", "H", "H", "H", "H", "H", "H", "H", "C", "C", "O", "H", "H", "H", "H", "H", "H", "C", "C", "C", "C", "C", "C", "N", "C", "C", "C", "C", "C", "C", "C", "O", "O", "C", "C", "H", "H", "H", "H", "H", "H", "H", "H", "H", "H", "H", "H", "H", "H", "I", "C", "C", "C", "C", "C", "C", "C", "O", "O", "H", "H", "H", "H", "C", "C", "C", "C", "C", "C", "Ge", "C", "C", "C", "C", "C", "C", "C", "C", "C", "C", "C", "C", "H", "H", "H", "H", "H", "H", "H", "H", "H", "H", "H", "H", "H", "H", "H"],
  "xyz": [[-0.188, 0.450, 1.005], [0.883, -1.691, 2.410], [1.479, -0.886, 3.497], [1.339, -1.462, 4.805], [1.053, 0.517, 3.360], [3.234, -0.834, 3.153], [4.084, -1.092, 4.224], [5.455, -0.977, 4.065], [5.978, -0.580, 2.843], [5.131, -0.321, 1.778], [3.748, -0.458, 1.900], [2.695, -0.080, 0.426], [3.329, 1.615, 0.064], [3.708, 2.080, -1.191], [4.013, 3.422, -1.384], [3.937, 4.317, -0.326], [3.561, 3.861, 0.931], [3.254, 2.522, 1.125], [3.366, -1.139, -0.901], [4.259, -2.189, -0.705], [4.689, -2.949, -1.787], [4.227, -2.680, -3.067], [3.294, -1.669, -3.264], [2.852, -0.919, -2.186], [3.644, -1.380, 5.171], [6.115, -1.188, 4.898], [7.048, -0.463, 2.720], [5.546, -0.004, 0.828], [3.771, 1.403, -2.031], [4.300, 3.770, -2.369], [4.156, 5.366, -0.482], [3.488, 4.553, 1.762], [2.916, 2.188, 2.102], [4.605, -2.442, 0.290], [5.382, -3.764, -1.618], [4.571, -3.273, -3.906], [2.896, -1.475, -4.254], [2.073, -0.176, -2.329], [-0.785, -0.814, -3.866], [-0.804, 0.077, -2.642], [-0.516, -0.682, -1.462], [-0.835, -0.204, -4.773], [-1.627, -1.511, -3.869], [0.137, -1.402, -3.888], [-1.772, 0.575, -2.533], [-0.051, 0.860, -2.707], [-1.357, -1.034, -1.111], [-3.607, 5.222, -2.838], [-4.719, 4.338, -2.317], [-5.937, 4.338, -2.986], [-6.966, 3.505, -2.567], [-6.780, 2.692, -1.467], [-5.565, 2.679, -0.772], [-5.493, 1.769, 0.310], [-4.614, 1.845, 1.406], [-4.623, 2.970, 2.229], [-3.806, 3.040, 3.347], [-2.989, 1.969, 3.683], [-2.972, 0.852, 2.862], [-3.761, 0.781, 1.719], [-3.618, -0.366, 0.757], [-4.630, -0.992, 0.413], [-2.424, -0.597, 0.384], [-4.511, 3.504, -1.204], [-3.151, 3.474, -0.551], [-3.947, 5.779, -3.712], [-2.735, 4.634, -3.136], [-3.270, 5.942, -2.087], [-6.073, 4.980, -3.850], [-7.916, 3.504, -3.089], [-7.575, 2.045, -1.112], [-5.685, 0.810, 0.049], [-5.280, 3.795, 1.972], [-3.813, 3.933, 3.962], [-2.355, 2.007, 4.561], [-2.344, 0.005, 3.126], [-3.135, 4.006, 0.403], [-2.403, 3.932, -1.189], [-2.824, 2.453, -0.346], [0.457, 9.024, -2.256], [0.387, 7.083, -1.478], [0.357, 6.004, -2.349], [0.308, 4.719, -1.824], [0.276, 4.516, -0.453], [0.306, 5.609, 0.406], [0.366, 6.903, -0.101], [0.197, 3.112, 0.096], [0.043, 2.945, 1.332], [0.321, 2.154, -0.719], [0.371, 6.161, -3.420], [0.294, 3.857, -2.480], [0.268, 5.424, 1.472], [0.391, 7.754, 0.566], [4.338, -5.833, 1.610], [3.775, -4.965, 2.537], [2.578, -4.317, 2.251], [1.918, -4.512, 1.031], [2.495, -5.399, 0.117], [3.688, -6.056, 0.403], [0.265, -3.538, 0.561], [-1.147, -3.985, 1.827], [-2.425, -3.441, 1.646], [-3.438, -3.695, 2.563], [-3.186, -4.493, 3.673], [-1.920, -5.033, 3.864], [-0.905, -4.775, 2.951], [-0.287, -4.286, -1.178], [0.483, -4.037, -2.318], [0.099, -4.520, -3.563], [-1.080, -5.246, -3.692], [-1.865, -5.487, -2.572], [-1.475, -5.007, -1.324], [5.273, -6.337, 1.829], [4.265, -4.791, 3.488], [2.151, -3.654, 2.992], [2.008, -5.585, -0.833], [4.112, -6.742, -0.323], [-2.633, -2.789, 0.801], [-4.415, -3.251, 2.409], [-3.972, -4.685, 4.394], [-1.720, -5.652, 4.731], [0.080, -5.196, 3.119], [1.398, -3.456, -2.230], [0.713, -4.322, -4.435], [-1.390, -5.614, -4.663], [-2.788, -6.047, -2.669], [-2.096, -5.204, -0.459]]
}